99
Properties=species:S:1:pos:R:3 method="wB97M-V/def2-TZVPD" spin_multiplicity=5 s_squared=6.11 total_charge=+2 lumo_energy_ha="-0.238 / -0.300" homo_energy_ha="-0.490 / -0.490" gap_ev="6.848 / 5.174"
Ru 0.059 -0.814 0.127
O -1.637 -2.722 -1.019
C -1.516 -2.133 0.021
C -2.655 -1.932 0.969
C -3.977 -2.271 0.651
C -4.996 -2.109 1.561
C -4.672 -1.509 2.793
C -3.362 -1.151 3.129
C -2.324 -1.396 2.213
P -0.500 -1.295 2.396
C 0.013 -0.118 3.688
C 0.324 -0.571 4.936
C 0.633 0.327 5.924
C 0.630 1.685 5.658
C 0.285 2.123 4.350
C 0.014 1.211 3.360
C -0.219 -2.909 3.051
C -0.989 -3.213 4.197
C -0.722 -4.310 5.023
C 0.243 -5.170 4.550
C 0.961 -5.000 3.328
C 0.756 -3.839 2.602
H -4.245 -2.690 -0.348
H -5.995 -2.460 1.428
H -5.496 -1.336 3.517
H -3.124 -0.792 4.132
H 0.324 -1.627 5.158
H 0.805 0.008 6.945
H 0.894 2.440 6.441
H 0.271 3.141 4.085
H -0.240 1.568 2.378
H -1.778 -2.495 4.497
H -1.370 -4.543 5.850
H 0.409 -6.104 5.067
H 1.599 -5.742 2.877
H 1.367 -3.647 1.726
Cl 2.830 -0.809 2.598
C 4.118 0.052 1.696
C 5.392 -0.057 2.213
C 6.482 0.506 1.577
C 6.275 1.149 0.359
C 4.965 1.281 -0.135
C 3.828 0.748 0.506
P 2.199 1.049 -0.220
C 2.525 1.281 -2.019
C 1.821 2.193 -2.806
C 1.906 2.191 -4.207
C 2.561 1.158 -4.822
C 3.232 0.216 -4.065
C 3.264 0.268 -2.673
C 1.792 2.679 0.490
C 2.674 3.289 1.375
C 2.364 4.515 1.908
C 1.249 5.207 1.511
C 0.386 4.605 0.589
C 0.587 3.314 0.156
H 5.528 -0.654 3.075
H 7.468 0.517 2.060
H 7.119 1.556 -0.135
H 4.781 1.826 -1.041
H 1.242 2.914 -2.302
H 1.352 2.929 -4.712
H 2.649 1.152 -5.916
H 3.878 -0.513 -4.549
H 3.845 -0.515 -2.145
H 3.577 2.852 1.681
H 3.006 4.992 2.630
H 1.106 6.193 1.856
H -0.557 5.073 0.294
H -0.146 2.811 -0.583
N -6.139 -0.263 -7.968
C -5.396 -0.193 -7.104
C -4.468 -0.074 -6.042
C -3.513 0.907 -6.027
C -2.565 0.970 -5.004
C -2.549 0.013 -4.053
C -3.543 -0.988 -4.058
C -4.465 -1.068 -5.058
C -1.525 -0.046 -2.926
C -1.751 0.777 -1.871
C -2.753 1.875 -1.845
C -2.927 2.320 -0.604
C -1.999 1.529 0.176
N -1.272 0.698 -0.556
C -0.559 -1.032 -2.980
C -0.398 -1.907 -4.130
C 0.679 -2.705 -3.834
C 1.110 -2.276 -2.493
N 0.378 -1.293 -2.025
H -3.609 1.661 -6.775
H -1.903 1.844 -4.905
H -3.588 -1.751 -3.241
H -5.203 -1.870 -5.068
H -3.375 2.130 -2.678
H -3.648 3.036 -0.234
H -1.981 1.433 1.215
H -1.035 -1.933 -5.008
H 1.049 -3.525 -4.429
H 1.884 -2.839 -1.983